Entry 1:
{
  "formula": "C38H43N4PtS",
  "method": "ωB97M-V with the def2-TZVPD basis set",
  "e_homo_ev": [-9.5, -9.5],
  "gap_ha": [0.226, 0.226],
  "total_charge": 1,
  "species": ["H", "C", "C", "C", "C", "C", "H", "H", "C", "H", "H", "C", "H", "H", "H", "C", "H", "H", "C", "H", "H", "H", "C", "C", "H", "C", "C", "C", "H", "H", "H", "H", "C", "H", "H", "H", "C", "H", "C", "C", "C", "C", "H", "N", "H", "S", "C", "H", "H", "C", "N", "H", "H", "C", "H", "H", "H", "H", "C", "C", "C", "C", "H", "H", "H", "H", "C", "N", "C", "C", "Pt", "H", "C", "C", "H", "C", "H", "C", "N", "C", "H", "C", "H", "C", "H", "H", "C"],
  "coordinates": [[-0.977, -1.192, 5.481], [1.100, -0.698, 5.160], [-4.651, -2.752, -1.540], [2.093, 0.354, 0.497], [-4.803, -2.138, -0.311], [1.618, -0.132, 2.887], [-5.613, -2.425, 0.343], [-1.668, -1.960, 0.957], [-3.613, -2.371, -2.373], [1.537, -0.713, -2.318], [1.391, -0.849, 6.189], [2.924, 4.931, 0.314], [-3.786, -1.288, 2.233], [-0.818, -0.508, -2.314], [0.045, 2.312, 2.672], [1.357, 3.582, -0.918], [2.860, 4.734, 2.441], [2.777, -1.507, -0.345], [-1.443, 2.521, -0.008], [-4.348, 1.114, -1.130], [3.733, -1.728, -2.351], [-0.135, 3.630, -2.455], [-1.846, 3.963, 0.060], [2.026, -0.311, 4.215], [-1.023, 4.570, 0.427], [3.166, 0.817, -0.312], [-1.649, -0.908, -2.906], [0.829, 3.048, 2.819], [3.058, -0.140, 4.479], [-2.120, -4.332, 0.857], [-1.300, -1.724, -3.533], [-5.352, -3.510, -1.853], [0.801, 3.120, -2.232], [1.496, 3.336, -3.040], [2.737, 4.932, -1.818], [-4.295, 2.463, 0.019], [2.490, 0.250, 1.815], [5.268, 1.352, -0.001], [-4.112, -0.564, 1.483], [0.248, -2.013, 0.001], [-2.386, 1.537, -0.348], [-2.893, -0.744, -0.742], [-0.430, -5.881, -0.086], [2.893, -2.312, -2.282], [3.347, -3.191, -0.415], [4.167, 0.672, 2.051], [2.377, 4.517, -0.888], [-3.551, 0.356, 1.618], [4.034, -4.074, -2.550], [-1.188, -3.950, 0.465], [-0.190, 2.130, 0.245], [0.598, 2.044, -2.205], [0.409, 3.901, 3.351], [-0.924, -2.594, 0.500], [-2.008, -0.109, -3.553], [-1.571, -0.807, 3.101], [1.604, 2.614, 3.448], [1.726, -4.989, -0.829], [3.156, -3.586, -2.970], [1.216, -2.929, -0.463], [2.440, 4.414, 1.499], [-0.553, -0.676, 3.445], [-2.138, 4.339, -0.920], [-2.702, 4.084, 0.723], [-3.663, 2.670, -1.613], [3.706, 5.673, 0.323], [1.394, 3.502, 1.507], [-1.986, 0.258, -0.366], [-3.933, -1.144, 0.110], [0.848, 3.074, 0.291], [0.115, 0.062, 0.135], [3.322, -3.414, -4.033], [-3.758, 1.962, -0.788], [-2.739, -1.368, -1.989], [2.054, -1.285, -3.933], [2.616, -2.482, -0.809], [-3.490, -2.843, -3.338], [1.785, -1.590, -2.922], [0.332, -0.303, 2.538], [-0.223, -0.890, 4.772], [3.098, 1.026, -1.370], [0.958, -4.301, -0.495], [-5.165, -0.364, 1.669], [4.322, 1.019, 0.383], [0.914, -2.243, -2.947], [2.296, -4.241, -2.846], [-0.247, -4.817, -0.062]],
  "forces_ev_per_a": [[-0.054, -0.022, 0.049], [-0.282, 0.004, -0.109], [-0.021, 0.005, -0.038], [-0.598, -0.197, 0.639], [0.028, -0.051, -0.062], [-0.725, -0.391, 0.933], [-0.071, -0.057, 0.055], [-0.026, 0.042, 0.045], [-0.132, 0.017, 0.149], [-0.009, -0.118, 0.003], [0.054, 0.007, 0.055], [-0.017, 0.046, 0.027], [0.039, 0.046, 0.083], [-0.036, -0.109, -0.230], [-0.036, -0.085, 0.127], [-0.296, -0.322, 0.040], [0.030, 0.047, 0.120], [0.145, -0.262, -0.249], [3.365, 1.165, 1.168], [0.043, 0.075, 0.053], [-0.188, -0.133, 0.062], [-0.149, 0.004, -0.109], [0.109, -0.057, -0.041], [-0.016, 0.038, -0.356], [-0.022, 0.031, 0.017], [0.244, 0.083, 0.013], [0.175, 0.114, 0.164], [-0.089, 0.007, -0.050], [0.149, -0.043, 0.097], [-0.078, -0.014, 0.038], [-0.006, -0.087, -0.130], [-0.034, -0.113, -0.028], [-0.032, -0.143, 0.038], [0.002, 0.013, -0.043], [0.066, -0.016, -0.104], [-0.005, 0.013, 0.009], [0.829, 0.236, -0.862], [0.174, 0.123, -0.087], [0.006, -0.030, -0.045], [-0.221, 0.442, -0.130], [-1.015, -3.558, -0.673], [-1.116, -0.949, -0.424], [-0.006, -0.101, -0.034], [0.360, 0.150, 0.020], [0.047, 0.061, -0.200], [-0.472, -0.029, -0.326], [0.008, -0.009, 0.141], [0.009, 0.024, 0.145], [-0.014, 0.117, 0.099], [0.025, -0.015, 0.013], [-2.819, -0.662, -1.392], [-0.007, 0.040, -0.060], [-0.053, 0.027, 0.090], [0.025, -0.229, 0.077], [-0.019, 0.105, -0.150], [-0.093, 0.006, -0.039], [0.021, -0.032, 0.054], [0.077, 0.002, 0.039], [0.185, -0.634, -0.337], [0.190, 0.228, -0.096], [0.026, 0.017, -0.190], [0.082, -0.087, 0.438], [-0.041, 0.023, -0.070], [-0.043, 0.008, 0.016], [-0.048, 0.060, 0.028], [0.150, 0.055, 0.013], [-0.302, -0.276, -0.091], [0.644, 2.811, 0.339], [0.275, 0.245, -0.030], [1.129, 1.240, 0.317], [0.518, 0.147, -0.236], [-0.036, 0.123, 0.059], [0.083, -0.114, -0.014], [0.308, 0.288, 0.106], [0.138, -0.126, 0.011], [-0.315, 0.063, 0.871], [0.037, -0.009, -0.053], [-0.623, 0.646, -0.305], [0.297, 0.001, 0.278], [0.103, 0.004, 0.065], [-0.072, 0.022, -0.116], [-0.052, -0.053, 0.070], [-0.068, 0.067, 0.067], [0.045, -0.076, 0.134], [0.115, 0.034, 0.036], [-0.022, 0.136, 0.012], [0.018, -0.102, -0.010]]
}

Entry 2:
{
  "formula": "C38H44AsNOSSbV",
  "method": "ωB97M-V with the def2-TZVPD basis set",
  "e_homo_ev": [-10.8, -10.8],
  "e_above_lowest_kcal_mol": 2.44,
  "spin_multiplicity": 2,
  "gap_ha": [0.270, 0.279],
  "total_charge": 1,
  "species": ["H", "H", "H", "H", "As", "C", "H", "H", "C", "C", "V", "C", "H", "H", "C", "H", "C", "C", "H", "H", "H", "C", "H", "C", "Sb", "C", "C", "C", "H", "C", "H", "H", "H", "H", "H", "H", "C", "C", "C", "H", "C", "C", "H", "C", "H", "C", "O", "H", "C", "H", "H", "C", "H", "H", "C", "C", "C", "H", "C", "C", "C", "H", "C", "H", "C", "C", "C", "H", "S", "H", "H", "H", "C", "N", "H", "H", "H", "H", "C", "C", "H", "H", "H", "H", "C", "C", "H", "C"],
  "coordinates": [[1.508, 3.223, -2.038], [2.855, -2.993, 0.997], [-0.223, -3.208, -0.617], [-0.015, -0.828, -4.934], [-0.934, 1.692, -0.788], [-2.805, 1.239, -1.156], [-2.993, -3.540, -0.381], [-1.462, 1.513, 5.692], [-2.798, -4.898, 3.232], [-3.314, -5.688, 2.211], [0.927, -0.339, 0.136], [3.691, 0.830, -3.782], [3.468, 2.673, -2.729], [-2.598, 0.361, -3.136], [2.525, 3.109, 2.151], [-2.182, 4.564, -0.469], [3.492, 3.582, 1.281], [-2.302, 3.993, 0.453], [-3.890, 1.955, 5.818], [-2.744, -5.282, 4.242], [-0.213, 3.492, 0.782], [3.438, 1.593, -2.661], [-4.087, -0.055, -2.304], [-0.081, -1.349, -3.986], [-1.772, -1.187, 1.181], [2.995, -2.609, -0.012], [-3.388, -5.199, 0.917], [0.328, -0.711, -2.824], [-0.542, 0.166, 3.848], [1.770, 2.020, 1.763], [0.737, 0.293, -2.911], [-0.996, -4.312, -2.644], [-3.257, 2.169, -1.511], [5.437, -0.538, -0.101], [3.925, 1.305, -4.725], [5.326, -1.824, 1.127], [-0.616, 2.877, -2.306], [3.699, 2.934, 0.076], [-2.938, -3.914, 0.636], [0.987, 1.613, 2.390], [-3.816, 0.100, 2.987], [-2.351, -3.616, 2.957], [-0.528, 2.239, -3.187], [-0.580, -2.642, -3.929], [-3.275, 3.504, 0.415], [-3.020, 0.119, -2.159], [3.683, -0.535, 1.031], [3.852, -1.168, -4.560], [-2.124, 1.128, 4.928], [3.328, -2.241, -2.428], [2.346, 3.565, 3.114], [2.878, -1.103, 0.011], [-0.918, -3.137, -4.830], [-3.795, -5.817, 0.127], [-4.336, 0.851, 4.033], [-1.607, 0.372, 3.882], [5.076, -0.785, 0.903], [3.980, -2.927, -0.369], [2.926, 1.829, -0.238], [-0.190, -2.655, -1.551], [-2.447, -0.148, 2.902], [4.482, 3.251, -0.599], [3.145, 0.985, -1.437], [-3.660, -6.690, 2.429], [0.274, -1.333, -1.574], [-0.627, -3.295, -2.705], [-2.416, -3.122, 1.654], [-1.535, 3.455, -2.424], [0.550, -1.500, 1.940], [-1.958, -3.004, 3.760], [-1.333, 2.409, 1.574], [2.250, -3.072, -0.656], [3.652, -0.559, -3.688], [1.946, 1.423, 0.582], [-3.280, 1.017, -0.200], [0.700, 4.442, -3.010], [5.577, -0.143, 1.625], [-5.401, 1.026, 4.095], [0.585, 3.791, -2.142], [3.361, -1.162, -2.483], [0.492, 4.436, -1.267], [-2.562, -0.816, -1.837], [-4.506, -0.296, 2.248], [4.100, 4.437, 1.548], [-3.487, 1.370, 5.001], [-1.175, 2.990, 0.660], [-2.333, 4.710, 1.274], [3.118, -0.409, -1.327]],
  "forces_ev_per_a": [[-0.059, -0.002, 0.015], [0.018, 0.018, 0.012], [-0.003, 0.000, -0.014], [-0.002, -0.023, -0.013], [0.201, -0.392, 0.257], [-0.026, 0.169, -0.069], [-0.001, 0.014, 0.003], [0.000, 0.011, -0.002], [-0.013, -0.013, -0.043], [0.004, -0.031, 0.056], [-0.027, -0.244, -0.853], [0.006, -0.049, -0.026], [0.018, -0.011, 0.012], [0.035, 0.031, 0.010], [-0.101, -0.074, 0.090], [0.037, -0.016, -0.005], [0.039, 0.076, 0.025], [-0.061, 0.087, 0.021], [-0.009, 0.000, -0.005], [-0.004, 0.000, 0.002], [-0.038, 0.057, -0.016], [0.039, -0.004, -0.010], [0.009, -0.011, 0.021], [-0.067, 0.014, 0.013], [0.105, 0.177, 0.017], [0.033, -0.134, -0.100], [0.013, 0.045, -0.032], [0.059, 0.130, 0.057], [0.001, 0.017, 0.008], [-0.021, 0.126, -0.094], [-0.041, -0.014, -0.001], [0.010, -0.003, -0.001], [-0.017, -0.040, -0.029], [-0.018, 0.000, 0.001], [-0.013, 0.024, 0.007], [-0.020, 0.010, -0.002], [-0.146, 0.020, -0.071], [0.066, -0.027, -0.078], [0.011, -0.059, 0.005], [0.010, 0.026, 0.034], [-0.076, 0.014, -0.021], [-0.027, -0.012, -0.012], [0.052, 0.038, -0.016], [0.017, 0.018, 0.012], [0.015, -0.009, 0.016], [-0.035, -0.024, -0.136], [-0.127, 0.006, 0.015], [-0.001, -0.002, -0.003], [0.000, -0.026, -0.019], [0.014, 0.010, -0.012], [0.035, 0.028, -0.009], [0.043, 0.333, -0.104], [0.002, -0.023, 0.011], [0.000, 0.013, -0.011], [0.040, 0.009, 0.031], [0.036, -0.037, -0.018], [0.095, -0.013, 0.006], [0.000, 0.000, 0.026], [-0.035, -0.158, 0.052], [-0.073, 0.056, 0.171], [-0.040, 0.124, 0.235], [-0.001, -0.019, -0.009], [0.052, 0.407, 0.046], [-0.004, 0.004, 0.005], [-0.023, -0.001, -0.005], [0.005, -0.022, -0.058], [-0.086, -0.344, 0.158], [0.032, 0.019, -0.047], [-0.034, 0.142, -0.111], [0.014, 0.027, -0.024], [-0.051, 0.000, -0.009], [-0.027, 0.028, 0.017], [-0.009, 0.010, 0.009], [0.093, 0.052, 0.248], [0.018, -0.034, 0.062], [-0.027, -0.014, -0.010], [-0.029, -0.002, 0.007], [-0.004, 0.003, -0.013], [0.122, 0.080, -0.015], [-0.012, -0.003, 0.017], [-0.043, -0.008, 0.010], [0.032, -0.037, 0.023], [0.058, -0.026, -0.039], [-0.007, 0.003, 0.002], [-0.011, 0.006, 0.016], [0.024, -0.017, 0.033], [0.015, -0.013, 0.010], [-0.057, -0.490, 0.268]]
}